[1]
Density functional theory data (the ωB97M-V functional and the def2-TZVPD basis) for a structure of composition C19H34CuFNO8.

ORCA input file:
```
! wB97M-V def2-TZVPD RIJCOSX def2/J DEFGRID3
* xyz 0 2
Cu -0.134 -0.619 -0.199
C -3.901 -2.715 -0.489
C -2.855 -2.095 0.472
O -1.573 -2.664 0.486
H -4.135 -3.777 -0.406
H -3.614 -2.487 -1.515
H -4.843 -2.170 -0.420
H -3.342 -2.137 1.446
H -2.678 -1.033 0.305
C 2.778 -2.597 -2.231
C 2.468 -1.875 -0.843
O 1.441 -2.549 -0.106
H 3.199 -1.841 -2.895
H 1.855 -3.044 -2.600
H 3.546 -3.366 -2.144
H 2.060 -0.874 -0.983
H 3.354 -1.669 -0.243
C -3.667 1.799 1.042
N -2.560 2.403 0.254
O -1.672 1.628 -0.074
O -2.644 3.637 0.243
H -3.329 0.784 1.251
H -4.515 1.902 0.364
H -3.833 2.281 2.005
O 0.109 0.057 -2.443
C -0.590 -0.421 -3.337
O -0.245 -0.922 -4.549
C 1.005 -0.698 -5.087
C 0.903 0.324 -6.274
C -2.128 -0.321 -3.271
H 1.447 -1.628 -5.444
H 1.672 -0.240 -4.357
H 0.668 1.313 -5.878
H 0.006 0.107 -6.854
H 1.708 0.254 -7.006
H -2.417 0.726 -3.359
H -2.408 -0.562 -2.246
H -2.664 -0.975 -3.959
O 0.949 1.166 1.237
C 1.889 1.709 1.801
O 2.921 2.350 1.215
C 3.034 2.272 -0.168
C 4.305 2.997 -0.575
C 1.906 1.842 3.349
H 2.153 2.612 -0.714
H 3.180 1.208 -0.358
H 4.633 2.656 -1.556
H 5.048 2.857 0.210
H 4.067 4.056 -0.678
H 1.445 1.002 3.869
H 1.347 2.741 3.608
H 2.949 1.852 3.667
F -0.531 -0.260 7.400
C -0.618 -0.376 6.051
C -0.054 -1.418 5.349
C 0.030 -1.426 4.000
C -0.760 -0.484 3.299
C -1.523 0.482 3.971
C -1.323 0.566 5.348
H 0.506 -2.135 5.932
H 0.510 -2.272 3.531
H -0.808 -0.611 2.228
H -1.871 1.349 3.428
H -1.852 1.328 5.901
*
```

Values from the calculation:
**Gap between HOMO and LUMO (spin up / spin down)**: 7.59 / 5.27 eV
**<S²>**: 0.80



[2]
Density functional theory data (the ωB97M-V functional and the def2-TZVPD basis) for a structure of composition C19H34F5NiO3Si4Te.

ORCA input file:
```
! wB97M-V def2-TZVPD RIJCOSX def2/J DEFGRID3
* xyz -1 3
Ni 2.091 0.830 -1.958
C 2.735 4.112 0.312
C 3.289 3.514 -0.986
C 4.146 4.523 -1.739
O 2.216 3.065 -1.821
C 4.172 2.254 -0.569
O 5.238 2.500 -0.024
O 3.681 1.126 -0.805
H 2.159 5.022 0.127
H 3.573 4.338 0.969
H 2.091 3.384 0.804
H 3.614 5.470 -1.870
H 4.409 4.126 -2.718
H 5.063 4.697 -1.183
H 1.915 3.789 -2.380
C -4.296 -2.342 0.655
Si -2.860 -1.676 -0.429
C -3.670 -0.633 -1.814
C -2.042 -3.182 -1.284
Si -1.301 -0.376 0.810
Te 0.044 1.032 -0.797
Si -0.154 -1.738 2.395
C -1.398 -2.435 3.685
C 1.132 -0.719 3.377
C 0.727 -3.260 1.652
Si -2.387 1.471 1.878
C -1.091 2.581 2.753
C -3.235 2.610 0.589
C -3.729 1.029 3.176
H -5.011 -2.919 0.075
H -4.837 -1.526 1.122
H -3.926 -2.983 1.448
H -4.309 -1.217 -2.470
H -2.900 -0.173 -2.424
H -4.270 0.169 -1.395
H -2.717 -3.701 -1.960
H -1.685 -3.904 -0.556
H -1.185 -2.857 -1.865
H -1.922 -1.640 4.206
H -0.895 -3.040 4.435
H -2.147 -3.062 3.212
H 0.651 0.053 3.971
H 1.820 -0.230 2.695
H 1.721 -1.335 4.051
H 0.019 -3.934 1.178
H 1.270 -3.829 2.403
H 1.441 -2.953 0.898
H -0.296 2.810 2.049
H -0.637 2.075 3.599
H -1.491 3.525 3.112
H -2.517 2.852 -0.188
H -3.602 3.544 1.005
H -4.073 2.114 0.110
H -3.309 0.440 3.984
H -4.522 0.444 2.725
H -4.184 1.910 3.618
F 2.295 -0.043 -5.471
C 2.358 -1.047 -4.564
C 2.092 -0.778 -3.219
C 2.173 -1.916 -2.407
F 1.885 -1.746 -1.086
C 2.507 -3.188 -2.839
F 2.588 -4.232 -1.986
C 2.771 -3.384 -4.188
F 3.115 -4.605 -4.650
C 2.680 -2.307 -5.057
F 2.919 -2.498 -6.374
*
```

Values from the calculation:
**Gap between HOMO and LUMO (spin up / spin down)**: 6.96 / 6.88 eV
**<S²>**: 2.01
**Energy above the lowest of the compared OMol25 structures with the same formula, charge and spin**: 10.7 kcal per mole



[3]
Density functional theory data (the ωB97M-V functional and the def2-TZVPD basis) for a structure of composition C19H34N2O3Yb.

ORCA input file:
```
! wB97M-V def2-TZVPD RIJCOSX def2/J DEFGRID3
* xyz 2 1
C 1.697 1.986 -1.086
N 1.890 1.942 0.407
C 0.578 2.078 1.082
O 0.739 2.192 2.493
C 0.810 1.024 3.139
O 1.745 0.251 2.895
O -0.082 0.825 4.027
C -1.499 0.969 3.634
C -2.216 -0.350 3.451
C -1.528 -1.015 2.232
C -0.603 -2.117 2.762
C 0.464 -2.731 1.807
C 1.112 -1.568 1.076
C 1.914 -1.853 -0.202
C 1.047 -2.548 -1.246
C 1.307 -2.052 -2.659
C 1.202 -0.521 -2.729
C 0.301 0.015 -3.830
C -1.168 -0.028 -3.446
N -1.582 1.030 -2.524
C -1.125 1.298 -1.247
C -1.832 2.375 -0.741
C -2.745 2.786 -1.739
C -2.565 1.945 -2.815
H 0.640 1.888 -1.312
H 2.021 2.939 -1.481
H 2.238 1.189 -1.586
H 2.448 2.747 0.679
H 0.084 2.983 0.750
H -0.035 1.214 0.833
H -1.565 1.554 2.723
H -1.989 1.547 4.407
H -3.262 -0.132 3.279
H -2.072 -1.000 4.305
H -2.195 -1.383 1.459
H -0.956 -0.194 1.814
H -0.081 -1.758 3.643
H -1.269 -2.895 3.126
H 0.123 -3.552 1.190
H 1.213 -3.163 2.467
H 0.425 -0.783 0.809
H 1.762 -1.134 1.809
H 2.838 -2.385 0.032
H 2.210 -0.869 -0.587
H 0.008 -2.382 -0.968
H 1.220 -3.617 -1.180
H 0.567 -2.524 -3.299
H 2.264 -2.414 -3.019
H 2.199 -0.127 -2.902
H 0.831 -0.177 -1.773
H 0.422 -0.640 -4.689
H 0.623 0.994 -4.167
H -1.362 -0.980 -2.954
H -1.801 0.022 -4.320
H -0.357 0.738 -0.751
H -1.716 2.811 0.235
H -3.456 3.585 -1.664
H -3.090 1.975 -3.749
Yb 3.208 -0.010 2.097
*
```

Values from the calculation:
**Gap between HOMO and LUMO**: 5.90 eV



[4]
Density functional theory data (the ωB97M-V functional and the def2-TZVPD basis) for a structure of composition C19H34N3O5P2Zr.

ORCA input file:
```
! wB97M-V def2-TZVPD RIJCOSX def2/J DEFGRID3
* xyz 3 1
Zr -1.347 0.581 0.129
P 2.002 2.338 1.537
C 2.029 2.326 -0.311
C 1.249 1.786 -1.536
N -0.003 1.218 -1.587
C -0.594 1.038 -2.810
C 0.087 1.274 -3.992
C 1.373 1.777 -3.954
C 1.937 2.016 -2.720
C -2.039 0.557 -2.926
P -3.208 1.059 -1.574
H 2.945 2.423 -2.647
H -0.440 1.091 -4.929
H 1.921 1.983 -4.874
H -2.494 0.998 -3.827
H -2.077 -0.540 -3.063
H 2.103 3.389 -0.452
H 3.065 1.944 -0.448
H -0.736 7.054 -1.284
O -1.083 7.243 -0.422
H -0.286 7.429 0.106
H 0.856 2.878 2.167
O -0.863 2.124 1.296
H -1.307 2.981 1.418
C -3.922 2.590 -2.220
H -3.858 2.625 -3.316
H -4.973 2.655 -1.909
H -3.382 3.451 -1.805
C -4.538 -0.164 -1.742
H -4.878 -0.453 -0.740
H -5.382 0.273 -2.293
H -4.191 -1.066 -2.262
C 2.542 0.730 2.138
H 3.638 0.736 2.257
H 2.087 0.539 3.119
H 2.264 -0.076 1.441
C 3.273 3.526 1.988
H 3.737 3.210 2.926
H 4.036 3.626 1.211
H 2.783 4.494 2.137
C 1.604 -2.830 3.501
C 1.496 -3.859 2.390
C 0.278 -3.627 1.463
C 0.145 -4.723 0.367
C 1.421 -4.997 -0.411
C -1.000 -3.675 2.300
O -1.181 -4.388 3.276
N -2.060 -2.854 1.854
C -1.833 -1.706 1.201
O -2.700 -0.748 1.104
N -0.626 -1.441 0.660
C 0.463 -2.277 0.763
O 1.535 -1.888 0.292
H 1.687 -1.810 3.103
H 2.503 -3.036 4.091
H 0.736 -2.890 4.168
H 2.398 -3.835 1.765
H 1.408 -4.870 2.815
H -0.196 -5.649 0.856
H -0.661 -4.410 -0.315
H 2.097 -5.639 0.164
H 1.164 -5.521 -1.336
H 1.936 -4.063 -0.663
H -2.937 -2.933 2.366
*
```

Values from the calculation:
**Gap between HOMO and LUMO**: 7.23 eV
**Energy above the lowest of the compared OMol25 structures with the same formula, charge and spin**: 0.8 kcal per mole



[5]
Density functional theory data (the ωB97M-V functional and the def2-TZVPD basis) for a structure of composition C19H34O4.

ORCA input file:
```
! wB97M-V def2-TZVPD RIJCOSX def2/J DEFGRID3
* xyz 0 1
C 4.050 -3.984 -9.386
C 2.876 -3.546 -9.011
C 1.637 -3.053 -8.583
C 1.673 -2.268 -7.407
C 1.831 -3.217 -6.337
C 2.164 -2.399 -5.046
C 2.550 -3.246 -3.939
C 2.643 -2.776 -2.460
C 1.415 -2.114 -1.930
C 1.639 -1.364 -0.518
C 0.591 -0.859 0.095
C 0.702 -0.311 1.392
C -0.775 0.558 1.912
H -1.332 -0.203 2.046
H -0.953 1.284 1.345
C -0.262 1.097 3.336
O -0.117 0.094 4.224
H -0.721 -0.621 4.179
C -1.589 1.733 4.100
H -2.375 1.318 3.686
H -1.542 1.742 5.005
C -1.428 3.241 3.369
O -0.382 3.946 3.823
H -0.273 4.094 4.696
C -2.979 3.670 4.020
H -2.905 5.008 3.709
H -3.921 3.563 3.397
O -2.942 3.815 5.458
C -3.791 3.123 5.800
O -4.563 2.396 5.269
C -3.831 3.088 7.465
H -3.003 3.492 7.699
H -4.627 3.869 7.735
H -4.143 2.259 7.754
H -1.686 3.263 2.266
H 0.659 1.604 3.598
H 0.876 -1.041 2.141
H 1.677 0.776 1.358
H 0.152 0.033 -0.636
H -0.182 -1.528 0.062
H 2.524 -0.468 -0.578
H 2.282 -2.110 0.072
H 0.682 -2.751 -1.942
H 1.058 -1.147 -2.704
H 3.508 -2.040 -2.646
H 2.973 -3.295 -1.630
H 3.315 -3.838 -4.025
H 1.553 -3.950 -3.638
H 2.924 -1.822 -4.949
H 1.343 -2.000 -4.835
H 2.986 -3.781 -6.424
H 1.259 -4.033 -6.139
H 2.401 -1.543 -7.313
H 0.766 -1.653 -7.253
H 1.331 -2.200 -9.509
H 1.114 -3.744 -8.615
H 4.864 -4.491 -9.734
*
```

Values from the calculation:
**Gap between HOMO and LUMO**: 8.78 eV
**Energy above the lowest of the compared OMol25 structures with the same formula, charge and spin**: 533.5 kcal per mole



[6]
Density functional theory data (the ωB97M-V functional and the def2-TZVPD basis) for a cluster of 5 separate species, C19H35ClN7O in total.

ORCA input file:
```
! wB97M-V def2-TZVPD RIJCOSX def2/J DEFGRID3
* xyz 1 1
N 1.755 -3.544 2.331
C 1.605 -2.345 1.654
N 2.467 -1.928 0.692
N 0.562 -1.601 1.956
C -0.748 -2.217 1.668
C -0.732 -3.165 0.467
O -0.274 -2.940 -0.571
Cl -1.539 -4.735 0.737
H 2.517 -3.464 3.007
H 2.023 -4.218 1.611
H 2.990 -1.066 0.740
H 2.545 -2.514 -0.128
H 0.631 -0.662 1.575
H -1.438 -1.406 1.425
H -1.137 -2.739 2.542
C 4.561 -6.130 3.850
C 5.965 -5.641 3.513
C 6.629 -4.922 4.689
C 5.822 -3.745 5.055
N 5.182 -2.846 5.337
H 3.896 -5.298 4.094
H 4.128 -6.657 2.998
H 4.573 -6.817 4.698
H 5.916 -4.967 2.654
H 6.580 -6.492 3.216
H 7.633 -4.594 4.419
H 6.711 -5.584 5.552
C -3.761 2.578 1.918
C -2.668 3.206 1.060
C -1.700 2.173 0.475
C -1.019 1.439 1.558
N -0.492 0.892 2.410
H -3.345 2.068 2.790
H -4.442 3.344 2.287
H -4.345 1.855 1.343
H -2.114 3.930 1.660
H -3.128 3.757 0.238
H -0.948 2.668 -0.141
H -2.236 1.460 -0.154
C -6.142 2.800 -1.722
C -5.952 2.443 -3.192
C -4.609 1.759 -3.470
C -3.493 2.648 -3.101
N -2.641 3.347 -2.815
H -5.391 3.516 -1.383
H -7.119 3.256 -1.565
H -6.079 1.910 -1.091
H -6.032 3.350 -3.794
H -6.758 1.778 -3.507
H -4.522 1.510 -4.528
H -4.526 0.833 -2.898
C 0.363 4.031 -3.311
C 0.557 3.663 -4.776
C 1.897 2.972 -5.049
C 3.018 3.856 -4.683
N 3.880 4.542 -4.401
H 1.117 4.748 -2.977
H -0.609 4.488 -3.162
H 0.423 3.145 -2.672
H 0.479 4.567 -5.383
H -0.252 2.997 -5.088
H 1.984 2.717 -6.105
H 1.976 2.050 -4.471
*
```

Values from the calculation:
**Gap between HOMO and LUMO**: 8.27 eV



[7]
Density functional theory data (the ωB97M-V functional and the def2-TZVPD basis) for a structure of composition C19H35F3O11SY.

ORCA input file:
```
! wB97M-V def2-TZVPD RIJCOSX def2/J DEFGRID3
* xyz 0 2
Y 0.467 0.180 -0.098
C -2.079 -1.665 3.490
C -1.339 -2.159 2.211
O -0.570 -1.209 1.496
H -2.951 -1.168 3.065
H -1.518 -0.993 4.139
H -2.485 -2.530 4.015
H -2.023 -2.673 1.536
H -0.659 -2.960 2.499
C 3.291 1.810 -2.880
C 1.882 2.382 -2.676
O 0.986 1.524 -2.015
H 3.415 1.124 -3.718
H 3.677 1.356 -1.967
H 3.972 2.639 -3.070
H 1.530 2.646 -3.673
H 1.983 3.257 -2.034
C 2.870 -0.492 3.117
C 3.541 -0.080 1.821
O 2.690 -0.042 0.688
H 2.542 -1.531 3.107
H 1.925 0.044 3.205
H 3.434 -0.386 4.043
H 4.366 -0.781 1.695
H 4.049 0.876 1.946
C -4.088 1.158 0.744
F -3.543 0.807 1.907
F -4.404 0.026 0.165
F -5.144 1.964 0.925
S -2.767 2.135 -0.334
O -2.656 3.443 0.320
O -1.533 1.339 -0.207
O -3.328 2.208 -1.689
C 2.431 -3.039 -2.826
C 1.868 -3.885 -1.729
C 1.086 -2.950 -0.799
O 1.428 -1.654 -1.285
C 2.559 -1.704 -2.131
H 1.768 -2.978 -3.690
H 3.372 -3.458 -3.180
H 2.716 -4.361 -1.237
H 1.194 -4.669 -2.073
H 1.321 -3.085 0.256
H 0.025 -3.098 -1.002
H 3.468 -1.564 -1.546
H 2.526 -0.842 -2.797
O -1.036 -0.860 -1.594
C -1.922 -1.440 -2.264
O -2.148 -2.752 -2.240
C -3.243 -3.225 -3.008
C -4.075 -1.964 -3.029
C -3.042 -0.828 -3.078
H -3.758 -4.017 -2.464
H -2.862 -3.549 -3.977
H -4.645 -1.987 -2.100
H -4.801 -1.897 -3.839
H -3.374 0.084 -2.583
H -2.715 -0.498 -4.064
O 0.537 1.928 1.424
C 0.557 2.978 2.085
O 1.433 3.914 1.802
C 1.362 4.981 2.790
C 0.471 4.417 3.920
C -0.334 3.341 3.252
H 0.882 5.863 2.366
H 2.373 5.270 3.076
H -0.157 5.135 4.446
H 1.097 3.915 4.658
H -1.255 3.727 2.814
H -0.637 2.498 3.873
*
```

Values from the calculation:
**Gap between HOMO and LUMO (spin up / spin down)**: 7.62 / 4.07 eV
**<S²>**: 0.75



Calculated E_tot in order - -85473.0336, -119836.1706, -60886.4155, -54798.4247, -28421.6198, -45263.2342, -62824.8961 eV